Density functional theory data (ωB97M-V/def2-TZVPD) for an isolated molecule of C9H10N2S2 in a non-equilibrium geometry.

The net charge is 0. Its spin multiplicity is 3. The orbital gap (spin up / spin down) is 6.45 / 6.12 eV. The calculation puts the HOMO energy (spin up / spin down) at -5.87 / -8.78 eV.

Positions of all 23 atoms, in Å:
C 1.4784 -1.2249 1.2035
C 1.4049 -0.0809 -0.9078
C 2.6266 -0.5150 1.5427
C 2.5266 0.6082 -0.4381
C 0.8238 -1.0101 -0.0420
C -2.4570 -0.5006 -0.1452
C -0.3700 -1.8593 -0.3148
C -1.9166 2.1228 -1.0963
C -1.3809 2.6223 0.0376
N 3.0951 0.3991 0.7260
N -1.6294 -1.4979 0.2247
S -3.8850 -0.1263 0.6594
S -1.8853 0.3917 -1.5943
H 0.9726 -1.8762 1.9780
H 1.0820 0.2288 -1.8366
H 3.2843 -0.9368 2.2717
H 2.9789 1.4371 -1.0600
H -0.0819 -2.8755 0.1638
H -2.1925 2.7204 -1.9708
H -0.9167 2.1303 0.8629
H -1.3798 3.6862 0.0583
H -0.3838 -2.0116 -1.4804
H -1.7945 -1.8318 1.1576



Density functional theory data (ωB97M-V/def2-TZVPD) for an isolated molecule of C2H3NO2S in a non-equilibrium geometry.

As for the SMILES: O=CO/C=N/S. The net charge is 0. For the energy above the lowest of the compared OMol25 structures with the same formula, charge and spin, the calculation gives 79.1 kcal/mol. The orbital gap is 9.86 eV. The calculation puts the HOMO energy at -9.38 eV.

Positions of all 9 atoms, in Å:
O 1.0413 -1.7383 -0.0140
C 1.5391 -0.8669 0.7195
O 0.8701 0.2748 1.1063
C -0.3563 0.3632 0.4117
N -0.3880 0.6166 -0.8276
S -2.0884 0.6684 -1.3177
H 2.5482 -0.8258 1.3877
H -1.3439 -0.0853 1.1186
H -1.8221 1.5934 -2.5845



no.,M (g mol⁻¹),total energy (eV)
1,210.3,-34141.0593
2,105.1,-18540.0208